(1)
The following is a quantum chemistry calculation of C22H21N6OTi as an isolated structure, from the OMol25 dataset.

Cartesian coordinates (Å):
Ti 0.424 0.004 0.353
C -2.132 -0.181 0.059
C -1.878 1.115 0.517
C -1.264 1.311 1.760
C -0.886 0.208 2.531
C -1.113 -1.091 2.055
C -1.742 -1.286 0.821
H -2.649 -0.332 -0.882
H -2.172 1.975 -0.072
H -1.084 2.316 2.119
H -0.417 0.354 3.496
H -0.826 -1.949 2.649
H -1.926 -2.292 0.465
C 0.958 1.228 -2.516
N 0.360 0.005 -1.898
C 0.827 -1.274 -2.516
C 1.265 -2.195 -1.429
N 1.106 -1.889 -0.139
C 1.684 -2.959 0.583
C 1.823 -3.173 1.953
C 2.442 -4.344 2.345
C 2.910 -5.279 1.408
C 2.782 -5.074 0.049
C 2.161 -3.892 -0.331
N 1.880 -3.359 -1.595
C 1.315 2.183 -1.430
N 1.095 1.899 -0.145
C 1.640 2.980 0.586
C 1.710 3.216 1.957
C 2.310 4.393 2.359
C 2.825 5.313 1.431
C 2.763 5.086 0.071
C 2.161 3.898 -0.320
N 1.938 3.343 -1.587
H 0.274 1.674 -3.239
H 1.862 0.952 -3.060
H -0.641 0.058 -2.067
H 1.663 -1.077 -3.187
H 0.036 -1.721 -3.121
H 1.478 -2.462 2.694
H 2.572 -4.550 3.398
H 3.386 -6.183 1.763
H 3.145 -5.795 -0.671
H 2.102 -3.792 -2.481
H 1.325 2.518 2.691
H 2.389 4.617 3.415
H 3.283 6.223 1.795
H 3.160 5.796 -0.641
H 2.203 3.761 -2.469
O 2.266 0.016 1.774
N 3.217 0.020 1.133

Output
2S+1 = 3
LUMO level (spin up / spin down) = -10.758 / -10.656 eV
Total charge = +3
Energy relative to the best compared isomer or geometry (same formula, charge and spin) = 0.0 kcal/mol
HOMO (spin up / spin down) = -17.6 / -17.6 eV
HOMO-LUMO gap (spin up / spin down) = 6.822 / 6.959 eV

Atom charges from the Mulliken analysis, given in e for atoms 1 to 8:
1 Ti 0.166
2 C -0.712
3 C -0.151
4 C -0.570
5 C -0.395
6 C -0.466
7 C -0.350
8 H 0.648

=====

(2)
The following is a quantum chemistry calculation of C22H21O8V as an isolated structure, from the OMol25 dataset.

Cartesian coordinates (Å):
C 3.025 5.318 3.816
C 2.933 5.168 2.588
C 2.778 4.793 1.049
C 2.665 3.211 0.945
C 2.185 2.679 -0.483
C 1.618 1.185 -0.438
C 1.839 0.337 0.816
C 1.285 -1.091 0.941
C 1.537 -1.909 2.268
O 2.491 -2.852 2.194
O 0.913 -1.682 3.360
C 0.525 -1.614 -0.246
C 0.320 -0.774 -1.515
C 0.861 0.634 -1.664
C 0.676 1.491 -2.973
C -0.800 1.545 -3.535
C -1.963 1.571 -2.792
C -0.530 -1.505 -2.656
O -0.296 -1.408 -3.854
C -1.705 -2.432 -2.093
C -1.543 -3.176 -0.922
O -2.599 -3.973 -0.386
C -3.190 -3.117 0.648
C -4.255 -2.079 0.046
C -4.959 -1.225 1.226
O -5.310 -2.789 -0.646
C -0.126 -3.072 -0.180
O 0.413 -4.035 0.350
H 3.077 5.055 4.913
H 3.720 5.179 0.548
H 1.878 5.326 0.619
H 1.927 2.882 1.758
H 3.648 2.689 1.206
H 3.005 2.747 -1.268
H 1.344 3.386 -0.814
H 2.403 0.718 1.724
H 1.035 2.573 -2.853
H 1.389 1.042 -3.752
H -0.909 1.518 -4.670
H -2.951 1.567 -3.362
H -2.035 1.544 -1.667
H -2.701 -2.457 -2.624
H -2.401 -2.464 1.166
H -3.649 -3.744 1.490
H -3.766 -1.292 -0.623
H -6.032 -0.959 0.978
H -4.402 -0.241 1.414
H -4.957 -1.779 2.219
H -5.418 -3.623 -0.135
O 7.383 -3.097 2.767
V 5.680 -2.957 2.625
O 3.946 -2.811 2.480

Output
2S+1 = 1
LUMO level = -3.653 eV
HOMO = -9.3 eV
HOMO-LUMO gap = 5.602 eV

Atom charges from the Mulliken analysis, given in e for atoms 1 to 8:
1 C -0.173
2 C -0.396
3 C -0.403
4 C -0.914
5 C -0.617
6 C 0.525
7 C -0.648
8 C 0.284

=====

(3)
The following is a quantum chemistry calculation of C22H22AuN7Se as an isolated structure, from the OMol25 dataset.

Cartesian coordinates (Å):
Au 0.447 0.204 -0.715
C -3.061 -0.482 -0.771
C -2.124 -1.619 -0.880
N -0.821 -1.560 -0.726
C -0.346 -2.835 -0.765
C -1.383 -3.686 -0.975
N -2.513 -2.910 -1.049
C -3.828 -3.386 -1.389
N -4.277 -2.836 -2.636
N -5.394 -2.079 -2.684
N -5.575 -1.621 -3.842
C -4.559 -2.033 -4.654
C -4.276 -1.774 -5.996
C -3.122 -2.320 -6.506
C -2.269 -3.113 -5.724
C -2.539 -3.400 -4.405
C -3.691 -2.838 -3.873
H -2.515 0.372 -0.383
H -3.878 -0.728 -0.092
H -3.493 -0.211 -1.734
H 0.695 -3.041 -0.632
H -1.417 -4.751 -1.059
H -4.573 -3.081 -0.642
H -3.784 -4.481 -1.446
H -4.937 -1.160 -6.585
H -2.861 -2.136 -7.537
H -1.369 -3.502 -6.177
H -1.884 -4.028 -3.821
N 1.282 -0.596 2.423
C 0.472 0.492 2.615
C 0.442 1.188 3.833
C -0.388 2.280 3.952
C -1.163 2.669 2.865
C -1.104 1.894 1.728
N -0.338 0.820 1.608
H 2.087 -0.664 3.027
H 1.473 -0.775 1.444
H 1.075 0.871 4.649
H -0.423 2.839 4.874
H -1.781 3.551 2.900
H -1.679 2.146 0.847
Se 1.967 2.015 -0.388
C 2.878 2.402 -2.035
C 4.169 1.928 -2.211
C 4.895 2.315 -3.319
C 4.333 3.170 -4.252
C 3.032 3.616 -4.088
C 2.298 3.231 -2.983
H 4.592 1.267 -1.466
H 5.910 1.970 -3.447
H 4.914 3.501 -5.099
H 2.601 4.287 -4.817
H 1.282 3.576 -2.842

Output
2S+1 = 1
LUMO level = 0.148 eV
Energy relative to the best compared isomer or geometry (same formula, charge and spin) = 16.3 kcal/mol
HOMO = -7.1 eV
HOMO-LUMO gap = 7.272 eV

Atom charges from the Mulliken analysis, given in e for atoms 1 to 8:
1 Au 0.161
2 C -0.683
3 C 1.038
4 N -0.501
5 C -0.656
6 C -0.357
7 N 0.240
8 C -1.008

=====

(4)
The following is a quantum chemistry calculation of C22H22BCl26N2O5 as an isolated structure, from the OMol25 dataset.

Cartesian coordinates (Å):
C -1.978 1.762 0.724
C -1.241 0.973 -0.033
C -0.413 -0.113 -0.888
N -1.135 -0.613 -2.120
B -2.610 -0.966 -1.873
O -3.675 0.028 -1.860
C -3.113 -2.527 -1.656
C -2.057 -3.444 -0.842
C -0.972 0.257 -3.342
C 0.087 1.442 -3.073
N 0.468 1.985 -4.444
C 1.395 1.177 -4.955
O 1.951 0.114 -5.363
O 1.326 1.036 -2.442
C 1.136 0.334 -1.185
C 1.938 -1.093 -1.361
C 3.501 -0.884 -1.765
O 3.856 -2.074 -2.575
C 4.232 -3.164 -1.701
C 3.263 -4.353 -1.224
O 5.431 -3.171 -1.276
C 1.793 1.046 0.102
Cl 2.696 0.057 1.396
C 1.720 2.466 0.393
C 0.948 3.491 -0.568
Cl 2.497 3.122 1.934
H -2.523 2.576 1.330
H -0.318 -1.040 -0.185
H -0.683 -1.531 -2.357
H -4.226 -0.069 -1.044
H -4.160 -2.592 -1.190
H -3.201 -3.002 -2.721
H -1.993 -4.459 -1.414
H -2.424 -3.737 0.222
H -0.981 -3.039 -0.807
H -0.681 -0.437 -4.228
H -1.960 0.776 -3.683
H -0.475 2.297 -2.552
H 1.773 -1.809 -0.479
H 1.453 -1.616 -2.289
H 4.149 -0.954 -0.805
H 3.709 0.088 -2.336
H 2.887 -4.193 -0.131
H 3.825 -5.373 -1.201
H 2.369 -4.417 -1.959
H -0.196 3.466 -0.492
H 1.267 4.561 -0.228
H 1.281 3.433 -1.683
C 1.888 -1.266 5.253
Cl 2.628 0.314 5.593
Cl 0.653 -1.082 3.986
Cl 3.140 -2.400 4.698
Cl 1.130 -1.896 6.731
C -4.173 3.459 -3.440
Cl -3.193 2.873 -4.805
Cl -4.502 5.192 -3.652
Cl -5.708 2.566 -3.385
Cl -3.284 3.205 -1.920
C 1.031 5.943 -4.988
Cl 2.012 5.358 -6.351
Cl 0.700 7.676 -5.197
Cl -0.504 5.048 -4.936
Cl 1.918 5.688 -3.468
C -4.595 1.731 3.784
Cl -4.317 0.427 4.960
Cl -3.652 1.407 2.305
Cl -6.325 1.807 3.379
Cl -4.080 3.281 4.483
C 3.780 -1.025 9.795
Cl 4.714 -1.662 8.422
Cl 3.467 0.707 9.546
Cl 2.234 -1.895 9.912
Cl 4.703 -1.251 11.296
C -1.921 -4.005 3.646
Cl -0.341 -4.561 4.239
Cl -2.915 -3.472 5.019
Cl -1.687 -2.646 2.521
Cl -2.740 -5.338 2.802

Output
2S+1 = 1
LUMO level = -3.433 eV
Total charge = +1
HOMO = -11.9 eV
HOMO-LUMO gap = 8.510 eV

Atom charges from the Mulliken analysis, given in e for atoms 1 to 8:
1 C -1.616
2 C 0.085
3 C 0.703
4 N -0.659
5 B 0.629
6 O -0.219
7 C -0.418
8 C -0.199

=====

| no. | largest force on an atom (eV/Å) |
| --- | --- |
| 1 | 0.9 |
| 2 | 5.9 |
| 3 | 1.4 |
| 4 | 8.5 |